Run 1
DFT (ωB97M-V/def2-TZVPD) results for a cluster of 5 separate species, C20H30O15 in total.

The HOMO energy is -10.28 eV. The SMILES is C[C@H]1COC(=O)O1.C[C@H]1COC(=O)O1.C[C@H]1COC(=O)O1.C[C@H]1COC(=O)O1.C[C@H]1COC(=O)O1. As for the spin multiplicity: 1. As for the LUMO energy: 0.18 eV.

Geometry as XYZ:
```
65
C20H30O15 | the OMol25 dataset | ωB97M-V/def2-TZVPD
C 4.87907 -5.24916 1.22145
C 4.33463 -3.92912 0.75352
C 3.73309 -2.98089 1.79217
O 4.32135 -1.72578 1.48913
C 5.24583 -1.86745 0.54530
O 6.08865 -1.03635 0.35872
O 5.24488 -3.09903 -0.00538
H 5.96725 -5.16593 1.31126
H 4.82679 -6.00917 0.43427
H 4.40131 -5.71388 2.07915
H 3.52958 -4.06891 0.02329
H 3.93211 -3.30092 2.81821
H 2.65063 -2.97762 1.69572
C 3.43626 1.98322 0.76613
C 3.66742 2.97040 1.90176
C 2.79149 4.21842 1.90868
O 1.88524 3.99699 3.01174
C 2.37970 3.04225 3.77684
O 1.92524 2.75980 4.85595
O 3.36636 2.34402 3.16527
H 2.55234 1.35545 0.84678
H 4.37333 1.43535 0.65996
H 3.35293 2.49938 -0.19610
H 4.70005 3.31009 1.79259
H 2.15832 4.36036 1.02855
H 3.25295 5.19171 2.09445
C -4.44320 6.76649 -1.48068
C -4.09313 5.70861 -0.47947
C -4.13370 4.28938 -1.03828
O -2.81884 3.80298 -0.83619
C -2.04992 4.73320 -0.23582
O -0.89875 4.56597 0.02792
O -2.79701 5.81676 0.06274
H -4.13342 7.77592 -1.19746
H -5.50017 6.81904 -1.74048
H -3.92507 6.66487 -2.44396
H -4.86880 5.74984 0.29618
H -4.30811 4.36496 -2.12089
H -4.88345 3.56967 -0.70977
C -2.88715 -3.65411 -2.21659
C -2.81546 -5.14686 -1.92290
C -3.35467 -6.00164 -3.09220
O -2.14258 -6.52348 -3.66173
C -1.07179 -6.11142 -2.98203
O 0.02619 -6.40357 -3.32158
O -1.41891 -5.45040 -1.86196
H -2.40606 -3.43954 -3.17583
H -2.24884 -3.05504 -1.56014
H -3.87671 -3.20407 -2.13197
H -3.33424 -5.36457 -0.99213
H -3.99330 -5.43850 -3.76832
H -3.89916 -6.89337 -2.78485
C -2.57420 0.21637 -0.59959
C -1.16105 0.46825 -0.13446
C -1.04573 1.10836 1.26847
O 0.01054 0.44096 1.86519
C 0.25198 -0.75375 1.24676
O 0.77920 -1.73696 1.62244
O -0.47997 -0.75071 0.09803
H -3.00763 0.95450 -1.28102
H -3.22281 0.29055 0.27635
H -2.69835 -0.69313 -1.18571
H -0.61404 1.02388 -0.90241
H -1.97863 0.95658 1.82559
H -0.97985 2.19076 1.13939
```

Charges obtained by Löwdin population analysis, quoted in units of e: C -0.0214; C -0.3069; C -0.0901; O 0.0820; C -0.5794; O 0.1391; O 0.0909; H 0.0938; H 0.0826; H 0.0863; H 0.1511; H 0.1355; H 0.1028; C -0.0066; C -0.2936; C -0.0683; O 0.0710; C -0.5864; O 0.1379; O 0.0959; H 0.0787; H 0.0794; H 0.0876; H 0.1499; H 0.1276; H 0.1322; C -0.0338; C -0.3342; C -0.0950; O 0.0546; C -0.5457; O 0.1576; O 0.1115; H 0.0913; H 0.0925; H 0.0924; H 0.1553; H 0.1293; H 0.1352; C -0.0357; C -0.2939; C -0.0721; O 0.0701; C -0.5935; O 0.1684; O 0.0883; H 0.0990; H 0.0733; H 0.0870; H 0.1501; H 0.1293; H 0.1286; C -0.0126; C -0.3089; C -0.1106; O 0.0748; C -0.5133; O 0.1811; O 0.0672; H 0.0756; H 0.0832; H 0.0692; H 0.1565; H 0.1334; H 0.1230

***

Run 2
DFT (ωB97M-V/def2-TZVPD) results for a cluster of 5 separate species, C20H30O15 in total.

The HOMO energy is -10.42 eV. The SMILES is C[C@H]1COC(=O)O1.C[C@H]1COC(=O)O1.C[C@H]1COC(=O)O1.C[C@H]1COC(=O)O1.C[C@H]1COC(=O)O1. As for the spin multiplicity: 1. As for the LUMO energy: 0.34 eV.

Geometry as XYZ:
```
65
C20H30O15 | the OMol25 dataset | ωB97M-V/def2-TZVPD
C 1.08273 -0.34520 -5.03108
C 1.20816 -1.60281 -5.84774
C 0.21451 -1.69539 -6.99767
O 1.00337 -2.22212 -8.08367
C 2.31008 -2.20232 -7.74517
O 3.18807 -2.64012 -8.41537
O 2.47736 -1.63102 -6.53192
H 0.83677 0.47114 -5.71022
H 1.92602 -0.05307 -4.40573
H 0.30049 -0.44983 -4.27126
H 1.19503 -2.52399 -5.25941
H -0.09987 -0.70300 -7.32678
H -0.63403 -2.34474 -6.81423
C 0.50062 3.08202 7.22291
C -0.99317 3.27185 7.23153
C -1.46366 4.55147 6.52440
O -2.00121 4.07866 5.29152
C -2.27900 2.75396 5.41872
O -2.99066 2.15923 4.68313
O -1.61446 2.22997 6.47055
H 1.02635 3.76084 7.89857
H 0.95545 3.11784 6.23130
H 0.79265 2.09715 7.60916
H -1.32898 3.26772 8.26829
H -0.62926 5.21803 6.31702
H -2.22281 5.08419 7.09684
C 6.56208 0.64847 -4.67264
C 6.40253 -0.66733 -3.93200
C 6.58896 -0.57562 -2.42933
O 5.34785 -1.10193 -1.89932
C 4.56906 -1.57868 -2.89065
O 3.59196 -2.23234 -2.72992
O 5.05680 -1.17032 -4.08939
H 7.61234 0.92933 -4.61778
H 5.88422 1.36333 -4.20838
H 6.29622 0.50005 -5.71645
H 6.99989 -1.43551 -4.42833
H 6.65421 0.45127 -2.06898
H 7.37822 -1.16619 -1.97227
C 0.83395 -0.87847 -0.81130
C -0.52319 -0.32664 -0.56407
C -1.58603 -1.40040 -0.23843
O -2.29074 -0.84219 0.87686
C -1.72938 0.31616 1.25491
O -2.18046 1.07452 2.04483
O -0.53656 0.48828 0.60955
H 1.18986 -1.54173 -0.02321
H 1.64558 -0.13666 -0.85220
H 0.99484 -1.28674 -1.81310
H -0.85890 0.29354 -1.40024
H -1.11002 -2.31327 0.11032
H -2.26433 -1.51622 -1.07711
C -5.15204 0.32417 2.48804
C -5.06659 -1.00556 3.18293
C -5.66322 -1.08422 4.59071
O -6.86139 -1.84801 4.42398
C -6.80346 -2.50889 3.23970
O -7.55970 -3.36534 2.92098
O -5.81336 -2.02017 2.47409
H -6.12139 0.82791 2.51357
H -4.92181 0.15567 1.43419
H -4.42139 1.00017 2.92320
H -4.03092 -1.33818 3.18819
H -5.88520 -0.13712 5.07402
H -4.98904 -1.62561 5.26132
```

Charges obtained by Löwdin population analysis, quoted in units of e: C -0.0183; C -0.3114; C -0.0770; O 0.0624; C -0.5717; O 0.1636; O 0.0786; H 0.0872; H 0.0813; H 0.0813; H 0.1589; H 0.1305; H 0.1350; C -0.0388; C -0.3140; C -0.0917; O 0.0676; C -0.5493; O 0.1679; O 0.0889; H 0.0884; H 0.0949; H 0.0880; H 0.1494; H 0.1310; H 0.1309; C -0.0183; C -0.3128; C -0.0670; O 0.0561; C -0.5674; O 0.1537; O 0.0705; H 0.0914; H 0.0927; H 0.0892; H 0.1552; H 0.1311; H 0.1334; C -0.0375; C -0.3283; C -0.0614; O 0.0561; C -0.5480; O 0.1691; O 0.0817; H 0.0974; H 0.0928; H 0.0745; H 0.1515; H 0.1337; H 0.1340; C -0.0271; C -0.2964; C -0.0835; O 0.0589; C -0.5759; O 0.1578; O 0.0843; H 0.0943; H 0.0842; H 0.0575; H 0.1457; H 0.1332; H 0.1298

***

Run 3
DFT (ωB97M-V/def2-TZVPD) results for a structure of composition C20H30O15.

The HOMO energy is -8.28 eV. As for the spin multiplicity: 1. As for the LUMO energy: 0.13 eV.

Geometry as XYZ:
```
65
C20H30O15 | the OMol25 dataset | ωB97M-V/def2-TZVPD
C 0.96517 18.65404 7.89736
C 2.20771 19.04197 8.68299
C 2.45510 18.31338 9.99065
O 3.88846 17.92429 9.95651
C 4.32692 18.16496 8.73963
O 5.40774 17.86725 8.31680
O 3.34511 18.53427 7.98499
H 0.59578 17.65287 8.11945
H 1.13159 18.52886 6.82744
H 0.17198 19.38184 8.06841
H 2.25101 20.11819 8.85028
H 1.77479 17.47344 10.13126
H 2.26340 19.01723 10.80055
C -1.78322 20.61128 8.00779
C -0.93196 21.73367 8.73674
C 0.00305 21.25378 9.96711
O 1.23010 21.88548 9.56905
C 1.13868 22.39640 8.35877
O 2.03162 22.99308 7.69633
O -0.05577 22.29408 7.83825
H -2.38904 20.00633 8.68242
H -1.12737 19.86475 7.55983
H -2.50565 21.07106 7.33340
H -1.55996 22.48951 9.20836
H 0.05406 20.16653 9.90881
H -0.22143 21.65358 10.95598
C 6.80905 15.97592 8.12092
C 7.93463 16.28074 9.07385
C 9.15174 15.49019 8.73685
O 10.05502 16.54649 8.62958
C 9.56106 17.76778 8.90326
O 10.21842 18.75582 9.08854
O 8.25253 17.68056 8.97587
H 5.87466 16.44893 8.42306
H 6.62805 14.90399 8.04164
H 6.93911 16.39366 7.12258
H 7.58432 16.08810 10.08789
H 8.99864 15.07250 7.74176
H 9.47646 14.69663 9.40983
C -0.29646 18.48298 4.13981
C -0.72450 17.33733 5.01976
C 0.01267 17.40211 6.32872
O -0.91966 17.59793 7.35614
C -2.16316 17.63202 6.85640
O -3.18348 17.89100 7.47059
O -2.05963 17.49396 5.48903
H -0.64852 19.36940 4.66747
H -0.84093 18.66269 3.21280
H 0.77881 18.51160 3.96352
H -0.68256 16.40682 4.45364
H 0.90076 18.03403 6.33687
H 0.34035 16.39250 6.57652
C 3.15328 18.56637 14.22616
C 2.23717 19.70799 13.82903
C 2.86926 20.86407 13.05909
O 2.32201 20.77696 11.79128
C 1.34427 19.88548 11.76999
O 0.45363 19.74760 10.89723
O 1.17915 19.34637 13.00971
H 2.59169 17.76863 14.71229
H 3.86751 18.88026 14.98738
H 3.48477 18.04906 13.32583
H 1.91069 20.12455 14.78192
H 3.95361 20.76879 13.11566
H 2.51686 21.76734 13.55710
```

Charges obtained by Löwdin population analysis, quoted in units of e: C 0.0078; C -0.1973; C -0.0111; O 0.1243; C -0.5858; O 0.1152; O 0.1366; H 0.1175; H 0.0291; H 0.0827; H 0.1506; H 0.1573; H 0.0771; C 0.0074; C -0.2539; C -0.1119; O 0.0716; C -0.5601; O 0.0830; O 0.1070; H 0.0870; H 0.0371; H 0.0933; H 0.1396; H -0.0205; H 0.1596; C -0.0498; C -0.3056; C -0.1151; O 0.0656; C -0.5791; O 0.1495; O 0.1165; H 0.0218; H 0.0911; H 0.1056; H 0.1574; H 0.1280; H 0.1394; C -0.0080; C -0.2892; C -0.1724; O -0.0059; C -0.4855; O 0.1445; O 0.0816; H 0.0952; H 0.0894; H 0.1009; H 0.1564; H 0.0428; H 0.1669; C -0.0102; C -0.3469; C -0.0709; O 0.1135; C -0.4920; O 0.0643; O 0.1341; H 0.0873; H 0.0975; H 0.0914; H 0.1510; H 0.1502; H 0.1456

***

Most favorable first, least favorable last: run 2, run 1, run 3

***

Run 1
DFT (ωB97M-V/def2-TZVPD) results for a cluster of 2 separate species, C3H10N5 in total.

The HOMO energy is -13.25 eV. Its net charge is +1. As for the spin multiplicity: 1. As for the LUMO energy: -3.07 eV.

Geometry as XYZ:
```
18
C3H10N5 | the OMol25 dataset | ωB97M-V/def2-TZVPD
C -1.47249 -0.48236 -0.65457
C -1.74840 0.76429 -1.46745
C 3.58357 0.23834 2.06316
N 0.75934 -1.75334 1.73802
N 1.63302 -1.06419 1.84688
N -2.09761 -1.59807 -0.96055
N 2.25633 -0.12324 1.89739
N -0.62104 -0.36065 0.33990
H -0.83253 1.40681 -1.73888
H -2.45730 1.40554 -0.79345
H -2.32979 0.62518 -2.43741
H 3.97024 1.18309 1.60036
H 3.83417 0.16460 3.07117
H 4.15725 -0.51904 1.46286
H -0.58946 -1.13099 1.06973
H -2.74474 -1.46449 -1.70452
H -2.07480 -2.35604 -0.34291
H -0.06767 0.33655 0.55175
```

Charges obtained by Löwdin population analysis, quoted in units of e: C -0.3846; C -0.0012; C -0.0677; N 0.1466; N -0.2047; N 0.2428; N 0.0222; N 0.2058; H 0.1222; H 0.1377; H 0.1066; H 0.1079; H 0.0657; H 0.1073; H 0.0846; H 0.1294; H 0.1264; H 0.0530

***

Run 2
DFT (ωB97M-V/def2-TZVPD) results for a cluster of 2 separate species, C3H10N5 in total.

The HOMO energy (alpha / beta) is -12.46 / -12.11 eV. Its net charge is +1. As for the spin multiplicity: 1. As for the LUMO energy (alpha / beta): -5.31 / -4.65 eV.

Geometry as XYZ:
```
18
C3H10N5 | the OMol25 dataset | ωB97M-V/def2-TZVPD
C -0.13004 0.05501 -0.61665
C -1.21902 2.06157 0.47091
C 2.27730 0.31349 -0.29151
N -2.27882 -0.71733 -0.61632
N 0.90296 -1.61321 0.58379
N -0.43241 -1.88709 0.35123
N 1.07053 -0.45362 -0.25978
N -1.07461 -0.85876 -0.33388
H -0.30508 0.66516 -1.47299
H -1.83642 1.61293 -0.25573
H -0.75511 2.95368 0.15991
H -1.29543 1.90600 1.51152
H 3.10696 -0.45754 0.04097
H 2.31358 0.50543 -1.38078
H 2.44472 1.33607 0.16331
H -2.89345 -1.33176 -0.22213
H 1.13373 -1.39112 1.55646
H -1.02941 -2.69892 0.61168
```

Charges obtained by Löwdin population analysis, quoted in units of e: C -0.0797; C 0.1436; C -0.0244; N 0.2202; N 0.0749; N 0.0724; N -0.1394; N -0.1943; H 0.1570; H -0.0288; H 0.0066; H 0.0099; H 0.1458; H 0.1038; H 0.1160; H 0.0620; H 0.1508; H 0.2038

***

Run 3
DFT (ωB97M-V/def2-TZVPD) results for the ion C3H10N5 with charge +1.

The HOMO energy is -14.39 eV. The SMILES is [H]/N=C1/CN(C)[NH2+]N1N. Its net charge is +1. As for the spin multiplicity: 1. As for the LUMO energy: -3.39 eV.

Geometry as XYZ:
```
18
C3H10N5 | the OMol25 dataset | ωB97M-V/def2-TZVPD
C -1.14928 0.81714 0.08592
C 0.26668 1.31171 0.00550
C 2.42723 0.14410 0.00391
N -2.15992 1.51939 -0.05268
N -1.07580 -0.57714 0.35739
N 1.07398 0.20518 0.50103
N -1.94387 -1.52329 -0.12175
N 0.32779 -0.97731 0.19968
H 0.49775 1.58815 -1.03363
H 0.41437 2.18792 0.63665
H 2.95998 -0.67110 0.49051
H 2.47686 0.02536 -1.08567
H 2.91728 1.07523 0.27684
H -3.07732 1.09638 0.01327
H -2.42346 -1.26679 -0.98033
H -2.58776 -1.85851 0.58543
H 0.55579 -1.72392 0.87876
H 0.49969 -1.37249 -0.76083
```

Charges obtained by Löwdin population analysis, quoted in units of e: C -0.3705; C -0.0725; C -0.0421; N 0.2070; N -0.1030; N -0.1646; N 0.0983; N 0.1198; H 0.1431; H 0.1487; H 0.0995; H 0.1014; H 0.1112; H 0.0764; H 0.1144; H 0.1154; H 0.2108; H 0.2067

***

Most favorable first, least favorable last: run 1, run 3, run 2